No. 1
Here is C14H9F5I2IrO5SSm as an isolated structure at a distorted geometry from OMol25. Energies are from the ωB97M-V functional and the def2-TZVPD basis.

Each line ends with the Mulliken charge.
Positions of all 38 atoms, in Å:
I  4.18  -1.35  -0.81  0.51
I  4.17  1.39  -0.79  0.29
Sm  0.09  1.29  0.07  1.01
Ir  -0.13  -1.53  -0.06  0.57
S  0.76  -0.15  -1.81  -0.19
C  -1.09  -2.65  -1.23  0.61
C  -0.65  -2.66  1.37  0.41
C  -0.13  0.00  -3.39  0.98
C  0.39  1.27  -4.07  -1.35
C  -1.65  0.01  -3.28  -1.15
C  0.40  -1.25  -4.07  -1.38
C  -0.73  2.82  1.47  0.11
C  -1.19  2.80  -1.33  0.04
O  -1.04  -3.42  2.16  -0.34
O  -1.67  -3.38  -1.90  -0.29
O  -1.11  3.57  2.28  -0.14
O  -1.77  3.52  -2.01  -0.07
H  0.02  1.28  -5.10  0.48
H  1.49  1.27  -4.09  0.37
H  0.06  2.18  -3.56  0.27
H  -2.05  0.01  -4.31  0.48
H  -2.03  0.91  -2.77  0.23
H  -2.03  -0.88  -2.77  0.24
H  0.02  -1.26  -5.10  0.48
H  0.06  -2.16  -3.57  0.32
H  1.49  -1.24  -4.10  0.38
F  -0.47  -0.07  7.05  -0.10
C  -0.11  -0.06  5.74  0.65
C  0.03  1.12  5.05  0.27
F  -0.21  2.27  5.73  -0.10
C  0.47  1.13  3.71  0.23
F  0.85  2.40  3.33  -0.23
C  0.71  -0.02  2.86  0.46
O  0.92  -0.05  1.60  -0.31
C  0.60  -1.18  3.70  0.28
F  1.03  -2.39  3.25  -0.22
C  0.19  -1.21  5.04  0.32
F  0.12  -2.37  5.74  -0.10

The calculation puts the gap between HOMO and LUMO (alpha / beta) at 5.54 / 2.83 eV. Its energy is -86215.1041 eV. Its multiplicity is 10. For the HOMO energy (alpha / beta), the calculation gives -20.14 / -20.93 eV. As for the expectation value of S²: 24.78. Its charge is +4.


No. 2
Here is C15H10BF5N6STi as an isolated structure at a distorted geometry from OMol25. Energies are from the ωB97M-V functional and the def2-TZVPD basis.

Each line ends with the Mulliken charge.
Positions of all 39 atoms, in Å:
Ti  0.28  -0.10  -0.57  0.93
C  4.37  -0.31  -1.06  -1.00
C  3.14  -0.77  -1.46  -0.30
N  2.17  -0.11  -0.76  0.24
N  2.80  0.78  0.07  -0.08
C  4.11  0.67  -0.10  0.00
B  1.94  1.73  0.95  0.00
N  1.08  0.82  1.88  -0.15
C  0.97  0.77  3.21  0.00
C  0.03  -0.19  3.56  -1.10
C  -0.41  -0.72  2.37  -0.17
N  0.22  -0.09  1.34  0.46
N  0.97  2.47  -0.01  -0.12
C  0.81  3.79  -0.17  -0.01
C  -0.17  4.02  -1.13  -0.97
C  -0.58  2.76  -1.54  -0.34
N  0.12  1.82  -0.86  0.24
H  5.34  -0.63  -1.42  0.44
H  2.89  -1.53  -2.18  0.47
H  4.81  1.27  0.46  0.49
H  2.61  2.49  1.57  0.01
H  1.57  1.41  3.85  0.49
H  -0.28  -0.47  4.55  0.44
H  -1.14  -1.50  2.19  0.52
H  1.38  4.50  0.40  0.47
H  -0.53  4.97  -1.48  0.44
H  -1.33  2.50  -2.27  0.51
F  -5.84  -2.65  -0.83  -0.24
C  -4.53  -2.60  -0.89  0.68
C  -3.89  -1.36  -0.85  -0.31
F  -4.57  -0.23  -0.76  -0.26
C  -2.52  -1.35  -0.91  0.10
F  -1.83  -0.14  -0.89  -0.09
C  -1.73  -2.48  -1.00  0.55
S  0.01  -2.34  -1.12  -0.34
C  -2.39  -3.71  -1.03  0.34
F  -1.69  -4.82  -1.12  -0.28
C  -3.78  -3.76  -0.97  0.18
F  -4.38  -4.93  -1.00  -0.23

The calculation puts the gap between HOMO and LUMO at 6.47 eV. Its energy is -72858.3018 eV. For the HOMO energy, the calculation gives -15.17 eV. Its charge is +2.


No. 3
Here is an isolated molecule of C15H10N2 at a distorted geometry from OMol25. Energies are from the ωB97M-V functional and the def2-TZVPD basis.

Each line ends with the Mulliken charge.
Positions of all 27 atoms, in Å:
C  -0.12  -2.09  3.05  -0.73
C  0.70  -1.06  3.34  -0.49
C  0.99  -0.08  2.39  -0.82
C  0.46  -0.07  1.07  0.62
C  -0.37  -1.10  0.74  0.43
C  -0.61  -2.11  1.73  -0.56
C  -1.11  -1.13  -0.46  0.65
C  -0.86  -0.23  -1.51  1.03
C  0.00  0.86  -1.21  0.09
C  0.14  1.83  -2.21  -0.57
C  1.14  2.78  -2.11  -0.59
C  1.71  3.01  -0.91  -0.56
C  1.38  2.14  0.19  -0.61
C  0.60  0.96  0.11  0.62
N  -1.50  -0.60  -2.59  -0.74
C  -2.15  -1.79  -2.25  -0.50
N  -1.94  -2.07  -0.85  -0.73
H  -0.42  -2.82  3.84  0.34
H  1.24  -0.85  4.26  0.37
H  1.53  0.76  2.73  0.33
H  -1.36  -2.89  1.52  0.39
H  -0.31  1.49  -3.13  0.45
H  1.30  3.41  -2.97  0.39
H  2.48  3.75  -0.70  0.37
H  2.07  2.15  1.09  0.13
H  -1.72  -2.59  -2.81  0.36
H  -3.26  -1.66  -2.38  0.31

The calculation puts the gap between HOMO and LUMO at 8.07 eV. Its energy is -18696.2711 eV. Its energy above the lowest of the compared OMol25 structures with the same formula, charge and spin is 0.816 eV. For the HOMO energy, the calculation gives -8.67 eV. Its charge is 0.


No. 4
Here is C15H11AuIN5O2 as an isolated structure from OMol25. Energies are from the ωB97M-V functional and the def2-TZVPD basis.

Each line ends with the Mulliken charge.
Positions of all 35 atoms, in Å:
Au  0.00  -0.24  0.00  1.22
O  1.45  -2.80  2.73  -0.49
C  1.26  -2.03  1.85  0.31
N  0.00  -1.64  1.35  -0.15
C  -1.25  -2.02  1.87  0.34
O  -1.43  -2.79  2.75  -0.49
C  -2.37  -1.32  1.14  0.54
C  -3.69  -1.58  1.42  -0.55
C  -4.67  -0.99  0.63  -0.21
C  -4.29  -0.18  -0.43  -0.80
C  -2.95  0.06  -0.66  0.19
N  -2.02  -0.49  0.13  -0.46
C  2.37  -1.34  1.09  0.60
C  3.69  -1.63  1.34  -0.57
C  4.66  -1.05  0.53  -0.21
C  4.27  -0.21  -0.51  -0.79
C  2.93  0.05  -0.70  0.14
N  2.01  -0.49  0.11  -0.45
H  -3.92  -2.25  2.24  0.49
H  -5.72  -1.18  0.83  0.48
H  -5.03  0.27  -1.08  0.43
H  -2.61  0.69  -1.46  0.37
H  3.93  -2.32  2.14  0.49
H  5.71  -1.26  0.69  0.47
H  5.00  0.23  -1.18  0.43
H  2.57  0.70  -1.49  0.45
I  -0.64  4.38  -4.15  0.28
C  -0.21  3.26  -2.48  -0.71
C  0.31  3.70  -1.28  -0.02
N  0.43  2.63  -0.47  0.12
N  0.00  1.51  -1.09  -0.46
C  -0.38  1.88  -2.32  -0.32
H  0.60  4.68  -0.95  0.49
H  0.76  2.62  0.48  0.22
H  -0.75  1.16  -3.03  0.61

The calculation puts the gap between HOMO and LUMO at 6.97 eV. Its energy is -39055.8140 eV. For the HOMO energy, the calculation gives -14.96 eV. Its charge is +2.


Repeat the third record exactly.
Here is an isolated molecule of C15H10N2 at a distorted geometry from OMol25. Energies are from the ωB97M-V functional and the def2-TZVPD basis.

Each line ends with the Mulliken charge.
Positions of all 27 atoms, in Å:
C  -0.12  -2.09  3.05  -0.73
C  0.70  -1.06  3.34  -0.49
C  0.99  -0.08  2.39  -0.82
C  0.46  -0.07  1.07  0.62
C  -0.37  -1.10  0.74  0.43
C  -0.61  -2.11  1.73  -0.56
C  -1.11  -1.13  -0.46  0.65
C  -0.86  -0.23  -1.51  1.03
C  0.00  0.86  -1.21  0.09
C  0.14  1.83  -2.21  -0.57
C  1.14  2.78  -2.11  -0.59
C  1.71  3.01  -0.91  -0.56
C  1.38  2.14  0.19  -0.61
C  0.60  0.96  0.11  0.62
N  -1.50  -0.60  -2.59  -0.74
C  -2.15  -1.79  -2.25  -0.50
N  -1.94  -2.07  -0.85  -0.73
H  -0.42  -2.82  3.84  0.34
H  1.24  -0.85  4.26  0.37
H  1.53  0.76  2.73  0.33
H  -1.36  -2.89  1.52  0.39
H  -0.31  1.49  -3.13  0.45
H  1.30  3.41  -2.97  0.39
H  2.48  3.75  -0.70  0.37
H  2.07  2.15  1.09  0.13
H  -1.72  -2.59  -2.81  0.36
H  -3.26  -1.66  -2.38  0.31

The calculation puts the gap between HOMO and LUMO at 8.07 eV. Its energy is -18696.2711 eV. Its energy above the lowest of the compared OMol25 structures with the same formula, charge and spin is 0.816 eV. For the HOMO energy, the calculation gives -8.67 eV. Its charge is 0.


energy of number 3 (C15H10N2)?
-18696.2711 eV


Please write out number 3 again, unchanged.
Here is an isolated molecule of C15H10N2 at a distorted geometry from OMol25. Energies are from the ωB97M-V functional and the def2-TZVPD basis.

Each line ends with the Mulliken charge.
Positions of all 27 atoms, in Å:
C  -0.12  -2.09  3.05  -0.73
C  0.70  -1.06  3.34  -0.49
C  0.99  -0.08  2.39  -0.82
C  0.46  -0.07  1.07  0.62
C  -0.37  -1.10  0.74  0.43
C  -0.61  -2.11  1.73  -0.56
C  -1.11  -1.13  -0.46  0.65
C  -0.86  -0.23  -1.51  1.03
C  0.00  0.86  -1.21  0.09
C  0.14  1.83  -2.21  -0.57
C  1.14  2.78  -2.11  -0.59
C  1.71  3.01  -0.91  -0.56
C  1.38  2.14  0.19  -0.61
C  0.60  0.96  0.11  0.62
N  -1.50  -0.60  -2.59  -0.74
C  -2.15  -1.79  -2.25  -0.50
N  -1.94  -2.07  -0.85  -0.73
H  -0.42  -2.82  3.84  0.34
H  1.24  -0.85  4.26  0.37
H  1.53  0.76  2.73  0.33
H  -1.36  -2.89  1.52  0.39
H  -0.31  1.49  -3.13  0.45
H  1.30  3.41  -2.97  0.39
H  2.48  3.75  -0.70  0.37
H  2.07  2.15  1.09  0.13
H  -1.72  -2.59  -2.81  0.36
H  -3.26  -1.66  -2.38  0.31

The calculation puts the gap between HOMO and LUMO at 8.07 eV. Its energy is -18696.2711 eV. Its energy above the lowest of the compared OMol25 structures with the same formula, charge and spin is 0.816 eV. For the HOMO energy, the calculation gives -8.67 eV. Its charge is 0.


What did the fourth record say?
Here is C15H11AuIN5O2 as an isolated structure from OMol25. Energies are from the ωB97M-V functional and the def2-TZVPD basis.

Each line ends with the Mulliken charge.
Positions of all 35 atoms, in Å:
Au  0.00  -0.24  0.00  1.22
O  1.45  -2.80  2.73  -0.49
C  1.26  -2.03  1.85  0.31
N  0.00  -1.64  1.35  -0.15
C  -1.25  -2.02  1.87  0.34
O  -1.43  -2.79  2.75  -0.49
C  -2.37  -1.32  1.14  0.54
C  -3.69  -1.58  1.42  -0.55
C  -4.67  -0.99  0.63  -0.21
C  -4.29  -0.18  -0.43  -0.80
C  -2.95  0.06  -0.66  0.19
N  -2.02  -0.49  0.13  -0.46
C  2.37  -1.34  1.09  0.60
C  3.69  -1.63  1.34  -0.57
C  4.66  -1.05  0.53  -0.21
C  4.27  -0.21  -0.51  -0.79
C  2.93  0.05  -0.70  0.14
N  2.01  -0.49  0.11  -0.45
H  -3.92  -2.25  2.24  0.49
H  -5.72  -1.18  0.83  0.48
H  -5.03  0.27  -1.08  0.43
H  -2.61  0.69  -1.46  0.37
H  3.93  -2.32  2.14  0.49
H  5.71  -1.26  0.69  0.47
H  5.00  0.23  -1.18  0.43
H  2.57  0.70  -1.49  0.45
I  -0.64  4.38  -4.15  0.28
C  -0.21  3.26  -2.48  -0.71
C  0.31  3.70  -1.28  -0.02
N  0.43  2.63  -0.47  0.12
N  0.00  1.51  -1.09  -0.46
C  -0.38  1.88  -2.32  -0.32
H  0.60  4.68  -0.95  0.49
H  0.76  2.62  0.48  0.22
H  -0.75  1.16  -3.03  0.61

The calculation puts the gap between HOMO and LUMO at 6.97 eV. Its energy is -39055.8140 eV. For the HOMO energy, the calculation gives -14.96 eV. Its charge is +2.